No. 1
{"formula": "C31H75Br8N3O11", "method": "wB97M-V/def2-TZVPD", "symbols": ["C", "N", "O", "O", "H", "H", "H", "C", "N", "O", "O", "H", "H", "H", "C", "N", "O", "O", "H", "H", "H", "Br", "C", "C", "Br", "H", "H", "H", "H", "Br", "C", "C", "Br", "H", "H", "H", "H", "Br", "C", "C", "Br", "H", "H", "H", "H", "Br", "C", "C", "Br", "H", "H", "H", "H", "C", "C", "O", "C", "C", "H", "H", "H", "H", "H", "H", "H", "H", "H", "H", "C", "C", "O", "C", "C", "H", "H", "H", "H", "H", "H", "H", "H", "H", "H", "C", "C", "O", "C", "C", "H", "H", "H", "H", "H", "H", "H", "H", "H", "H", "C", "C", "O", "C", "C", "H", "H", "H", "H", "H", "H", "H", "H", "H", "H", "C", "C", "O", "C", "C", "H", "H", "H", "H", "H", "H", "H", "H", "H", "H"], "coordinates": [[-1.30, -2.65, -4.30], [-2.07, -3.09, -3.12], [-1.68, -2.64, -2.04], [-3.05, -3.79, -3.34], [-1.26, -3.40, -5.09], [-0.29, -2.45, -3.95], [-1.71, -1.72, -4.68], [-0.36, -5.27, 2.14], [0.22, -5.60, 0.85], [0.58, -6.74, 0.65], [0.27, -4.67, -0.01], [0.34, -4.62, 2.66], [-0.52, -6.17, 2.73], [-1.25, -4.66, 1.95], [-1.01, 3.86, -0.89], [-2.21, 3.32, -0.18], [-3.13, 4.11, 0.11], [-2.22, 2.19, 0.23], [-0.51, 4.48, -0.14], [-1.42, 4.44, -1.71], [-0.42, 2.97, -1.12], [0.79, -0.19, -2.48], [-0.19, -0.09, -0.79], [0.54, -0.98, 0.22], [-0.35, -0.83, 1.94], [-1.23, -0.39, -0.94], [-0.05, 0.94, -0.47], [1.56, -0.61, 0.26], [0.57, -2.02, -0.10], [-4.98, 1.36, 1.78], [-3.99, -0.33, 1.93], [-4.29, -1.15, 0.65], [-3.36, -2.86, 0.88], [-4.34, -0.84, 2.83], [-2.96, 0.00, 1.98], [-3.80, -0.68, -0.20], [-5.34, -1.26, 0.37], [3.43, -2.39, 1.73], [4.28, -0.57, 2.00], [4.39, -0.37, 3.56], [4.55, 1.53, 3.98], [3.71, 0.18, 1.45], [5.27, -0.63, 1.53], [5.24, -0.95, 3.89], [3.47, -0.77, 4.00], [1.15, 2.53, 1.15], [2.61, 3.59, 2.07], [2.35, 5.12, 2.01], [3.54, 6.09, 3.29], [3.56, 3.18, 1.74], [2.53, 3.30, 3.12], [1.37, 5.38, 2.43], [2.57, 5.52, 1.02], [-2.61, -6.83, 5.25], [-3.13, -5.49, 4.69], [-2.19, -4.51, 5.03], [-2.39, -3.19, 4.55], [-1.21, -2.29, 5.07], [-3.26, -7.66, 4.98], [-1.59, -7.02, 4.92], [-2.56, -6.79, 6.34], [-3.24, -5.47, 3.61], [-4.07, -5.23, 5.17], [-2.51, -3.15, 3.46], [-3.27, -2.73, 4.99], [-1.16, -2.26, 6.16], [-1.30, -1.25, 4.74], [-0.27, -2.55, 4.60], [4.07, 0.42, -1.40], [3.67, 1.89, -1.34], [4.34, 2.57, -2.37], [4.16, 3.94, -2.28], [2.85, 4.27, -2.89], [5.13, 0.26, -1.20], [3.53, -0.18, -0.67], [3.95, 0.05, -2.42], [2.62, 1.98, -1.62], [3.99, 2.19, -0.34], [4.19, 4.39, -1.28], [4.94, 4.46, -2.84], [2.67, 3.69, -3.79], [2.83, 5.32, -3.17], [2.02, 4.10, -2.20], [-4.18, 1.85, -3.27], [-2.81, 1.29, -2.92], [-1.83, 2.28, -3.17], [-1.63, 2.72, -4.54], [-0.84, 3.99, -4.59], [-4.48, 2.78, -2.79], [-4.34, 2.00, -4.34], [-5.07, 1.32, -2.93], [-2.79, 0.95, -1.88], [-2.70, 0.36, -3.48], [-0.97, 1.94, -4.92], [-2.54, 2.86, -5.13], [0.07, 4.06, -4.00], [-1.33, 4.94, -4.36], [-0.35, 4.14, -5.56], [1.70, -1.17, -6.06], [0.57, -1.22, -7.01], [-0.39, -0.29, -6.70], [-1.34, -0.14, -7.69], [-2.18, 1.04, -7.16], [1.44, -1.50, -5.05], [2.57, -1.73, -6.40], [1.96, -0.14, -5.80], [0.95, -0.99, -8.00], [0.17, -2.23, -7.11], [-0.96, 0.09, -8.69], [-1.90, -1.07, -7.75], [-2.53, 0.82, -6.15], [-3.03, 1.35, -7.77], [-1.65, 1.99, -7.09], [3.14, 0.02, 7.25], [1.78, -0.64, 7.10], [0.79, 0.29, 6.56], [0.86, 0.60, 5.15], [-0.33, 1.52, 4.85], [3.90, -0.76, 7.36], [3.44, 0.69, 6.44], [3.15, 0.69, 8.11], [1.78, -1.45, 6.37], [1.54, -1.08, 8.07], [1.80, 1.04, 4.82], [0.73, -0.33, 4.60], [-1.35, 1.15, 4.96], [-0.39, 1.94, 3.85], [-0.27, 2.41, 5.47]], "mulliken_spin": [0.0074, 0.0222, 0.0065, 0.0352, 0.0010, -0.0023, 0.0007, 0.0586, 0.3881, 0.2851, 0.1095, 0.0394, -0.0064, -0.0313, -0.0001, 0.0010, 0.0000, 0.0012, 0.0000, -0.0001, -0.0002, 0.0047, 0.0111, -0.0075, 0.0301, 0.0017, 0.0003, -0.0089, -0.0021, 0.0009, 0.0025, 0.0027, 0.0132, 0.0002, -0.0007, 0.0007, -0.0007, 0.0094, 0.0193, -0.0008, 0.0033, -0.0045, 0.0007, -0.0007, 0.0001, 0.0026, -0.0017, 0.0001, -0.0001, 0.0006, 0.0006, 0.0000, 0.0000, -0.0025, 0.0004, -0.0015, 0.0000, -0.0230, -0.0008, 0.0014, 0.0000, 0.0058, 0.0001, -0.0006, -0.0012, 0.0005, 0.0010, 0.0187, 0.0009, -0.0015, -0.0002, 0.0000, -0.0001, 0.0006, -0.0003, 0.0000, 0.0004, 0.0013, 0.0001, 0.0000, 0.0000, 0.0000, 0.0000, 0.0006, 0.0039, 0.0006, -0.0007, 0.0001, 0.0000, 0.0001, 0.0000, -0.0015, 0.0029, 0.0002, 0.0002, 0.0000, 0.0000, 0.0000, -0.0010, 0.0007, 0.0005, 0.0013, -0.0010, 0.0003, -0.0004, 0.0002, 0.0003, -0.0003, 0.0001, -0.0003, 0.0012, 0.0001, -0.0002, -0.0003, -0.0004, -0.0001, -0.0015, 0.0003, 0.0001, 0.0002, 0.0000, 0.0021, -0.0002, 0.0000, 0.0000, -0.0001, 0.0000, -0.0001], "s2": 0.75, "lumo_ha": [0.0581, 0.0580], "total_charge": -1, "homo_lumo_gap_ha": [0.075, 0.229], "e_homo_ev": [-0.472, -4.659], "multiplicity": 2}


No. 2
{"formula": "C31H76BrNO10PS", "method": "wB97M-V/def2-TZVPD", "symbols": ["C", "N", "C", "C", "O", "C", "S", "C", "C", "C", "Br", "P", "O", "O", "O", "H", "H", "H", "H", "H", "H", "H", "H", "H", "H", "H", "H", "H", "H", "H", "H", "C", "C", "O", "C", "C", "H", "H", "H", "H", "H", "H", "H", "H", "H", "H", "C", "C", "O", "C", "C", "H", "H", "H", "H", "H", "H", "H", "H", "H", "H", "C", "C", "O", "C", "C", "H", "H", "H", "H", "H", "H", "H", "H", "H", "H", "C", "C", "O", "C", "C", "H", "H", "H", "H", "H", "H", "H", "H", "H", "H", "C", "C", "O", "C", "C", "H", "H", "H", "H", "H", "H", "H", "H", "H", "H", "C", "C", "O", "C", "C", "H", "H", "H", "H", "H", "H", "H", "H", "H", "H"], "coordinates": [[2.21, -0.84, 3.56], [1.27, 0.29, 3.51], [1.57, 1.35, 4.49], [1.07, 0.78, 2.21], [1.90, 0.87, 1.40], [-0.35, 1.21, 1.75], [-1.45, 1.13, 3.23], [-2.87, 0.07, 2.71], [-3.49, -0.57, 4.00], [-4.98, -0.92, 3.78], [-5.39, -1.50, 1.97], [-2.14, 3.13, 3.58], [-1.16, 4.08, 3.10], [-3.51, 3.32, 2.79], [-2.34, 3.33, 5.16], [2.21, -1.43, 2.64], [1.93, -1.46, 4.42], [3.25, -0.51, 3.76], [2.57, 1.23, 4.93], [1.45, 2.37, 4.09], [0.86, 1.26, 5.33], [-0.33, 2.20, 1.29], [-0.71, 0.51, 0.99], [-2.53, -0.73, 2.04], [-3.58, 0.72, 2.18], [-2.97, -1.50, 4.23], [-3.36, 0.18, 4.79], [-5.21, -1.76, 4.45], [-5.64, -0.10, 4.09], [-4.01, 4.03, 3.24], [-1.55, 2.99, 5.61], [-1.57, 1.18, -4.00], [-1.09, 0.77, -2.62], [-1.86, -0.27, -2.03], [-1.89, -1.50, -2.74], [-0.52, -2.12, -2.94], [-2.62, 1.49, -3.97], [-0.97, 2.01, -4.38], [-1.50, 0.36, -4.72], [-1.18, 1.63, -1.95], [-0.03, 0.50, -2.64], [-2.40, -1.37, -3.70], [-2.51, -2.18, -2.16], [0.14, -1.48, -3.52], [-0.60, -3.08, -3.45], [-0.03, -2.29, -1.97], [4.03, -2.64, -4.59], [3.35, -1.36, -5.04], [2.91, -0.53, -3.97], [3.91, -0.07, -3.09], [4.98, 0.77, -3.76], [3.36, -3.22, -3.96], [4.31, -3.24, -5.46], [4.94, -2.44, -4.02], [2.45, -1.61, -5.62], [3.99, -0.79, -5.72], [4.36, -0.91, -2.54], [3.40, 0.54, -2.34], [5.53, 0.20, -4.51], [5.70, 1.13, -3.02], [4.53, 1.63, -4.25], [-3.20, -7.54, 4.45], [-4.44, -6.66, 4.47], [-4.16, -5.28, 4.27], [-3.54, -4.95, 3.04], [-4.34, -5.33, 1.81], [-2.49, -7.20, 5.21], [-3.47, -8.57, 4.65], [-2.69, -7.50, 3.49], [-4.91, -6.73, 5.45], [-5.18, -7.01, 3.75], [-2.53, -5.39, 3.00], [-3.41, -3.87, 3.05], [-4.50, -6.41, 1.74], [-3.82, -5.01, 0.90], [-5.33, -4.86, 1.84], [1.42, -9.40, 2.82], [0.76, -8.13, 2.30], [0.30, -7.27, 3.33], [1.27, -6.78, 4.24], [2.37, -5.97, 3.57], [0.73, -9.96, 3.45], [1.73, -10.03, 1.98], [2.31, -9.18, 3.41], [-0.11, -8.40, 1.71], [1.43, -7.58, 1.63], [1.69, -7.61, 4.82], [0.74, -6.15, 4.94], [2.94, -6.56, 2.86], [3.06, -5.59, 4.33], [1.94, -5.12, 3.03], [3.57, 6.37, -3.23], [4.12, 5.75, -4.50], [3.83, 4.37, -4.63], [2.46, 4.01, -4.66], [1.69, 4.65, -5.81], [3.96, 5.85, -2.35], [3.85, 7.42, -3.17], [2.48, 6.31, -3.19], [5.21, 5.84, -4.50], [3.77, 6.29, -5.39], [1.99, 4.25, -3.70], [2.43, 2.93, -4.77], [1.69, 5.74, -5.75], [0.66, 4.31, -5.81], [2.15, 4.38, -6.77], [-0.08, 9.79, -2.20], [-0.41, 8.54, -3.00], [-0.14, 7.33, -2.31], [-0.84, 7.14, -1.09], [-2.35, 7.12, -1.24], [0.97, 9.79, -1.91], [-0.27, 10.69, -2.80], [-0.67, 9.87, -1.29], [0.20, 8.52, -3.90], [-1.46, 8.56, -3.33], [-0.52, 7.88, -0.35], [-0.51, 6.17, -0.71], [-2.73, 8.07, -1.61], [-2.82, 6.92, -0.28], [-2.65, 6.35, -1.95]], "mulliken_charge": [-0.9602, 0.1902, -0.9795, 0.1599, -0.5417, -0.2135, 0.1508, -1.0878, -0.4684, -0.8523, -0.1376, 0.9231, -0.5906, -0.4207, -0.4541, 0.3616, 0.3699, 0.2819, 0.3363, 0.4126, 0.2434, 0.4849, 0.1974, 0.6129, 0.6469, 0.2854, 0.3962, 0.4127, 0.4994, 0.3673, 0.3618, -1.1781, -0.0719, -0.3834, -0.4085, -0.8426, 0.3516, 0.2688, 0.3071, 0.2665, 0.2506, 0.3104, 0.3477, 0.1091, 0.4428, 0.2356, -1.0822, -0.3378, -0.2604, -0.3899, -1.0722, 0.2644, 0.3985, 0.2735, 0.3336, 0.3257, 0.3243, 0.2982, 0.2979, 0.4018, 0.2416, -0.8623, -0.4006, -0.4093, 0.7055, -1.1526, 0.2351, 0.4529, 0.1678, 0.3348, 0.2901, -0.0481, -0.2744, 0.3430, 0.3530, 0.2897, -1.1146, -0.3088, -0.3489, -0.3562, -1.1060, 0.3058, 0.3954, 0.2695, 0.3239, 0.3020, 0.3144, 0.3246, 0.2846, 0.4018, 0.2934, -0.7119, -0.4173, -0.4188, 0.0556, -1.1579, 0.2788, 0.4032, -0.0064, 0.3341, 0.3126, 0.1912, 0.1918, 0.2411, 0.3403, 0.3575, -1.0964, -0.2912, -0.3132, -0.3290, -1.0670, 0.2871, 0.4034, 0.2535, 0.3140, 0.3082, 0.3219, 0.2435, 0.2929, 0.3604, 0.3016], "lumo_ha": -0.1249, "total_charge": 1, "homo_lumo_gap_ha": 0.275, "e_homo_ev": -10.871, "multiplicity": 1}